The following is a quantum chemistry calculation of C31H51AsFeI2N2O7S3SbSi3 as an isolated structure, from the OMol25 dataset.

ORCA input file:
```
! wB97M-V def2-TZVPD RIJCOSX def2/J DEFGRID3
* xyz -1 5
Fe -0.10 -0.12 -0.45
I 2.11 7.04 2.23
C 1.63 5.27 1.20
C 1.56 5.28 -0.19
C 1.24 4.10 -0.83
I 1.06 4.10 -2.92
C 0.99 2.86 -0.16
O 0.63 1.81 -0.82
C 1.09 2.92 1.25
C 0.89 1.67 2.05
N -0.20 0.84 1.54
C -1.54 1.41 1.73
C -1.79 2.52 0.73
C -1.86 3.85 1.13
C -1.90 4.84 0.16
C -1.90 4.47 -1.17
C -1.88 3.11 -1.48
N -1.83 2.16 -0.55
C 1.39 4.10 1.90
H 1.72 6.19 -0.75
H 0.74 1.93 3.11
H 1.79 1.07 2.01
H -0.15 -0.08 1.96
H -1.66 1.80 2.75
H -2.25 0.61 1.55
H -1.84 4.10 2.18
H -1.89 5.89 0.44
H -1.88 5.20 -1.97
H -1.89 2.78 -2.51
H 1.45 4.10 2.99
O 2.26 -0.28 0.28
S 1.94 -1.34 1.24
O 2.40 -1.09 2.59
O 0.51 -1.67 1.18
C 2.81 -2.80 0.69
C 3.99 -3.11 1.36
C 4.69 -4.27 1.05
C 4.22 -5.12 0.06
C 3.07 -4.80 -0.64
C 2.35 -3.65 -0.33
S 0.94 -3.30 -1.38
O 0.99 -1.83 -1.61
O 1.20 -4.06 -2.59
O -0.25 -3.75 -0.68
H 4.32 -2.44 2.14
H 5.60 -4.51 1.59
H 4.76 -6.03 -0.17
H 2.69 -5.43 -1.43
C -6.33 -1.11 0.30
Si -4.68 -0.18 0.12
C -4.94 1.16 1.44
C -4.82 0.68 -1.57
Sb -2.34 -1.37 -0.04
Si -2.40 -2.65 2.20
C -1.67 -1.72 3.67
C -4.22 -2.90 2.68
C -1.60 -4.34 2.25
Si -3.32 -3.28 -1.56
C -2.62 -5.02 -1.61
C -5.16 -3.59 -1.17
C -3.27 -2.67 -3.33
H -7.11 -0.37 0.55
H -6.33 -1.87 1.09
H -6.62 -1.60 -0.63
H -5.96 1.55 1.34
H -4.25 2.00 1.32
H -4.83 0.76 2.46
H -4.91 1.77 -1.45
H -5.69 0.32 -2.13
H -3.93 0.49 -2.18
H -2.10 -0.72 3.79
H -0.58 -1.61 3.55
H -1.85 -2.27 4.59
H -4.75 -1.94 2.66
H -4.31 -3.32 3.69
H -4.73 -3.57 1.98
H -0.53 -4.22 2.03
H -2.01 -5.01 1.49
H -1.71 -4.81 3.24
H -2.64 -5.49 -0.62
H -1.59 -5.01 -1.95
H -3.22 -5.63 -2.30
H -5.39 -3.42 -0.11
H -5.42 -4.62 -1.43
H -5.79 -2.92 -1.76
H -2.24 -2.66 -3.70
H -3.64 -1.64 -3.41
H -3.87 -3.31 -3.98
C 0.79 -1.82 -4.94
As 0.71 -0.13 -4.02
C 0.64 1.00 -5.60
C 2.45 0.29 -3.33
S -1.10 0.24 -3.01
H 1.66 -1.81 -5.60
H -0.12 -1.91 -5.54
H 0.86 -2.65 -4.25
H 1.52 0.81 -6.23
H 0.62 2.04 -5.31
H -0.27 0.78 -6.16
H 3.14 -0.48 -3.67
H 2.44 0.31 -2.24
H 2.74 1.26 -3.71
*
```

Values from the calculation:
Highest occupied orbital energy (alpha / beta): -4.93 / -4.92 eV
Calculated total energy: -224398.0797 eV
Energy relative to the best compared isomer or geometry (same formula, charge and spin): 0.908 eV
<S²>: 6.01
Orbital gap (alpha / beta): 0.2583 / 0.2581 hartree

The following is a quantum chemistry calculation of C2H45F2O23Tl as an isolated structure, from the OMol25 dataset.

ORCA input file:
```
! wB97M-V def2-TZVPD RIJCOSX def2/J DEFGRID3
* xyz 0 1
Tl -0.86 -1.11 -0.38
F -2.90 -0.57 -0.73
F -1.68 -3.11 0.24
C 2.81 -1.36 -1.96
C 1.67 -1.71 -1.06
O 0.56 -1.76 -1.71
O 1.82 -1.86 0.17
H 2.48 -1.37 -3.01
H 3.64 -2.06 -1.80
H 3.03 -0.36 -1.61
O -5.13 -1.75 -1.70
H -4.20 -1.48 -1.65
H -4.99 -2.64 -1.42
O -5.11 0.78 1.25
H -5.01 0.81 0.27
H -5.98 1.16 1.40
O 2.98 5.14 -0.21
H 3.66 5.78 -0.36
H 3.26 4.30 -0.60
O -5.17 1.36 -1.98
H -5.35 0.46 -2.27
H -5.97 1.81 -2.29
O 1.29 0.43 6.05
H 2.17 0.06 5.85
H 0.93 0.89 5.32
O -0.53 -5.12 -1.47
H -1.04 -4.49 -0.95
H -1.04 -5.95 -1.45
O 0.06 -0.52 1.85
H 0.90 -1.00 2.13
H -0.71 -0.66 2.43
O -0.58 1.48 -0.17
H -0.72 1.14 0.74
H -1.40 1.80 -0.56
O -3.70 -4.07 -0.22
H -3.28 -4.87 -0.51
H -2.98 -3.47 0.00
O 3.47 2.90 1.43
H 2.74 3.53 1.18
H 3.10 2.30 2.08
O -1.65 4.08 1.95
H -1.39 3.93 1.06
H -2.41 3.52 2.01
O -1.80 -2.03 -3.29
H -2.64 -2.19 -2.87
H -1.29 -2.81 -3.48
O 4.61 1.21 -0.16
H 5.04 0.38 0.07
H 4.54 1.72 0.67
O -2.53 -0.25 2.83
H -2.97 0.25 2.13
H -2.89 -1.12 2.67
O 2.85 -5.88 3.08
H 2.09 -5.56 3.57
H 2.93 -5.34 2.28
O -2.58 3.04 -1.10
H -3.44 2.61 -1.16
H -2.83 3.96 -1.10
O 3.18 2.70 -1.85
H 2.57 2.01 -1.55
H 4.02 2.24 -1.69
O 0.08 -0.70 -5.51
H -0.16 -1.53 -5.94
H -0.48 -0.03 -5.94
O 2.59 -0.45 3.05
H 3.45 -0.61 2.59
H 2.77 -0.68 3.95
O 4.65 -1.86 1.44
H 4.08 -1.62 0.71
H 4.65 -2.82 1.52
O 0.52 6.32 -0.73
H 1.10 5.92 -1.39
H 1.13 6.77 -0.12
*
```

Values from the calculation:
Highest occupied orbital energy: -10.54 eV
Calculated total energy: -60026.1464 eV
Energy relative to the best compared isomer or geometry (same formula, charge and spin): 0.000 eV
Orbital gap: 0.3060 hartree